Below is a cluster of 2 separate species, C4H12 in total at a distorted geometry, with properties calculated with ωB97M-V/def2-TZVPD.

Results
Energy above the lowest of the compared OMol25 structures with the same formula, charge and spin (kcal per mole): 13.1
Total charge: -1
2S+1: 2
Highest occupied orbital energy (alpha / beta) (eV): 1.6 / -7.6
Energy (eV): -4340.468
Orbital gap (alpha / beta) (Ha): 0.10460 / 0.44808

Last columns: bonded neighbours and bond lengths (Å).
Geometry (Å):
1 C 2.11 -0.38 0.73  C2 1.508, H3 1.087, H4 1.101, H5 1.102
2 C 1.28 0.38 1.74  C1 1.508, H6 1.093, H7 1.097, H8 1.091
3 H 2.64 -1.29 1.00  C1 1.087
4 H 1.52 -0.63 -0.16  C1 1.101
5 H 2.83 0.28 0.22  C1 1.102
6 H 0.24 0.05 1.73  C2 1.093
7 H 1.04 1.42 1.51  C2 1.097
8 H 1.75 0.48 2.72  C2 1.091
9 C -1.48 -0.31 -1.87  C10 1.546, H11 1.096, H12 1.088, H13 1.094
10 C -1.85 0.25 -0.48  C9 1.546, H14 1.089, H15 1.094, H16 1.091
11 H -2.20 0.07 -2.61  C9 1.096
12 H -0.47 -0.10 -2.21  C9 1.088
13 H -1.62 -1.40 -1.89  C9 1.094
14 H -1.11 0.95 -0.10  C10 1.089
15 H -1.91 -0.60 0.19  C10 1.094
16 H -2.78 0.81 -0.53  C10 1.091



Below is a cluster of 2 separate species, C4H12 in total, with properties calculated with ωB97M-V/def2-TZVPD.

Results
Energy above the lowest of the compared OMol25 structures with the same formula, charge and spin (kcal per mole): 3.6
Total charge: -1
2S+1: 2
Highest occupied orbital energy (alpha / beta) (eV): 1.5 / -7.9
Energy (eV): -4340.881
Orbital gap (alpha / beta) (Ha): 0.10381 / 0.45212

Last columns: bonded neighbours and bond lengths (Å).
Geometry (Å):
1 C -3.07 0.31 0.79  C2 1.543, H3 1.088, H4 1.083, H5 1.087
2 C -1.80 1.02 1.30  C1 1.543, H6 1.088, H7 1.100, H8 1.095
3 H -3.74 0.98 0.25  C1 1.088
4 H -2.79 -0.48 0.10  C1 1.083
5 H -3.61 -0.12 1.63  C1 1.087
6 H -1.86 1.32 2.35  C2 1.088
7 H -1.56 1.94 0.74  C2 1.100
8 H -0.93 0.39 1.15  C2 1.095
9 C 2.73 -0.26 -1.62  C10 1.526, H11 1.091, H12 1.093, H13 1.091
10 C 2.13 -1.04 -0.45  C9 1.526, H14 1.094, H15 1.096, H16 1.084
11 H 2.29 0.73 -1.72  C9 1.091
12 H 3.80 -0.12 -1.47  C9 1.093
13 H 2.58 -0.81 -2.56  C9 1.091
14 H 2.33 -2.11 -0.59  C10 1.094
15 H 1.03 -1.04 -0.41  C10 1.096
16 H 2.47 -0.71 0.52  C10 1.084



Below is a cluster of 2 separate species, C4H12 in total at a distorted geometry, with properties calculated with ωB97M-V/def2-TZVPD.

Results
Energy above the lowest of the compared OMol25 structures with the same formula, charge and spin (kcal per mole): 5.2
Total charge: -1
2S+1: 2
Highest occupied orbital energy (alpha / beta) (eV): 1.6 / -8.0
Energy (eV): -4340.811
Orbital gap (alpha / beta) (Ha): 0.10437 / 0.46191

Last columns: bonded neighbours and bond lengths (Å).
Geometry (Å):
1 C 1.54 1.98 -1.00  C2 1.538, H3 1.065, H4 1.095, H5 1.098
2 C 1.89 0.63 -0.36  C1 1.538, H6 1.088, H7 1.092, H8 1.087
3 H 2.13 2.20 -1.86  C1 1.065
4 H 0.48 2.02 -1.29  C1 1.095
5 H 1.61 2.80 -0.28  C1 1.098
6 H 1.62 -0.16 -1.06  C2 1.088
7 H 1.23 0.59 0.50  C2 1.092
8 H 2.94 0.55 -0.06  C2 1.087
9 C -1.98 -1.05 1.34  C10 1.527, H11 1.091, H12 1.092, H13 1.094
10 C -1.39 -1.60 0.04  C9 1.527, H14 1.092, H15 1.095, H16 1.093
11 H -2.84 -0.43 1.10  C9 1.091
12 H -2.32 -1.82 2.03  C9 1.092
13 H -1.22 -0.49 1.90  C9 1.094
14 H -1.86 -2.53 -0.29  C10 1.092
15 H -1.51 -0.83 -0.73  C10 1.095
16 H -0.33 -1.86 0.03  C10 1.093



Below is a cluster of 2 separate species, C4H12 in total at a distorted geometry, with properties calculated with ωB97M-V/def2-TZVPD.

Results
Energy above the lowest of the compared OMol25 structures with the same formula, charge and spin (kcal per mole): 10.7
Total charge: 0
Highest occupied orbital energy (eV): -11.3
Energy (eV): -4342.066
Orbital gap (Ha): 0.45748

Last columns: bonded neighbours and bond lengths (Å).
Geometry (Å):
1 C 1.68 1.75 -1.51  C2 1.546, H3 1.090, H4 1.091, H5 1.084
2 C 0.15 1.87 -1.28  C1 1.546, H6 1.089, H7 1.082, H8 1.089
3 H 2.00 2.67 -2.00  C1 1.090
4 H 2.33 1.65 -0.64  C1 1.091
5 H 1.95 0.92 -2.16  C1 1.084
6 H -0.05 1.13 -0.51  C2 1.089
7 H -0.38 1.63 -2.19  C2 1.082
8 H -0.20 2.75 -0.75  C2 1.089
9 C -1.04 -1.03 1.39  C10 1.567, H11 1.090, H12 1.081, H13 1.087
10 C -0.80 -2.58 1.39  C9 1.567, H14 1.084, H15 1.087, H16 1.082
11 H -2.10 -0.76 1.39  C9 1.090
12 H -0.55 -0.64 2.27  C9 1.081
13 H -0.69 -0.59 0.46  C9 1.087
14 H -0.30 -2.83 2.31  C10 1.084
15 H -1.76 -3.09 1.34  C10 1.087
16 H -0.24 -2.86 0.51  C10 1.082



Repeat the fourth record exactly.
Below is a cluster of 2 separate species, C4H12 in total at a distorted geometry, with properties calculated with ωB97M-V/def2-TZVPD.

Results
Energy above the lowest of the compared OMol25 structures with the same formula, charge and spin (kcal per mole): 10.7
Total charge: 0
Highest occupied orbital energy (eV): -11.3
Energy (eV): -4342.066
Orbital gap (Ha): 0.45748

Last columns: bonded neighbours and bond lengths (Å).
Geometry (Å):
1 C 1.68 1.75 -1.51  C2 1.546, H3 1.090, H4 1.091, H5 1.084
2 C 0.15 1.87 -1.28  C1 1.546, H6 1.089, H7 1.082, H8 1.089
3 H 2.00 2.67 -2.00  C1 1.090
4 H 2.33 1.65 -0.64  C1 1.091
5 H 1.95 0.92 -2.16  C1 1.084
6 H -0.05 1.13 -0.51  C2 1.089
7 H -0.38 1.63 -2.19  C2 1.082
8 H -0.20 2.75 -0.75  C2 1.089
9 C -1.04 -1.03 1.39  C10 1.567, H11 1.090, H12 1.081, H13 1.087
10 C -0.80 -2.58 1.39  C9 1.567, H14 1.084, H15 1.087, H16 1.082
11 H -2.10 -0.76 1.39  C9 1.090
12 H -0.55 -0.64 2.27  C9 1.081
13 H -0.69 -0.59 0.46  C9 1.087
14 H -0.30 -2.83 2.31  C10 1.084
15 H -1.76 -3.09 1.34  C10 1.087
16 H -0.24 -2.86 0.51  C10 1.082



- total charge of number 1 (C4H12)?
  -1